1.
# C22H25ClCsF3NO5S

A molecular structure, C22H25ClCsF3NO5S in a non-equilibrium geometry (ωB97M-V/def2-TZVPD, the Open Molecules 2025 dataset).

Cartesian coordinates (Å):
C -1.15398 -3.93710 1.51285
C -0.85754 -2.61487 1.65927
C -0.60417 -0.98113 1.89674
C -1.04892 -0.09396 0.58758
C -2.66792 -0.24855 0.52343
C -3.31662 0.39599 -0.75841
C -4.87067 0.32364 -0.92461
C -5.62867 -0.40287 0.21499
C -4.79262 -0.93159 1.40186
N -3.38745 -0.87244 1.58096
C -0.29648 -0.87811 -0.61970
C 0.10576 -0.05097 -1.92475
C -0.97421 -0.49637 -3.07029
C -0.93873 -1.79676 -3.71383
C 1.50887 -0.67080 -2.47211
Cl 1.89606 -0.04145 -4.17953
C 2.79584 -0.34533 -1.58310
C 3.96795 -1.37624 -2.08808
S 0.07056 1.78105 -1.79542
O -0.66143 2.34369 -3.00846
O 1.43529 2.45081 -1.88601
O -0.82803 2.24893 -0.48510
C -0.59403 1.46359 0.73794
C 0.94696 1.66505 1.11200
C 1.34545 1.58800 2.65634
C 2.84353 0.97381 2.82031
C 3.96380 1.93276 2.17033
O 4.09550 3.10447 2.56140
O 4.80995 1.37593 1.15264
C -1.51900 2.29453 1.79040
F -1.71128 1.65868 3.02286
F -2.75950 2.70512 1.20208
F -0.90391 3.56037 2.09261
H -1.80925 -4.91624 1.51699
H 0.56271 -0.90125 2.02772
H -1.18893 -0.73634 2.83681
H -2.73373 0.94056 -1.56362
H -5.36158 0.77937 -1.84122
H -6.76311 -0.53081 0.16304
H -5.39358 -1.44828 2.23835
H -1.01559 -1.72618 -0.93672
H 0.67244 -1.43168 -0.28293
H -1.85803 0.15051 -3.38796
H -1.03778 -2.78159 -3.15008
H -0.83960 -1.76446 -4.85860
H 1.46526 -1.82575 -2.52107
H 2.64446 -0.63460 -0.47079
H 3.24775 0.68861 -1.72412
H 4.81001 -0.84493 -2.64152
H 3.56281 -2.23835 -2.71252
H 4.45722 -1.84883 -1.15108
H 1.23616 2.72215 0.74438
H 1.61496 0.94321 0.53493
H 1.39523 2.66600 3.05352
H 0.67181 0.95282 3.31931
H 2.86515 -0.00789 2.20323
H 3.09884 0.77752 3.92766
H 4.30377 0.62922 0.74245
Cs 1.12226 -3.74067 1.74667

Calculated values
Total charge: +1
Multiplicity: 1
DFT total energy (Eh): -2461.53161
Gap between HOMO and LUMO (eV): 6.478
E_LUMO (Eh): -0.171
Molar mass (g mol⁻¹): 640.9


2.
# C22H25ClN2O4

C22H25ClN2O4 in the gas phase (ωB97M-V/def2-TZVPD, the Open Molecules 2025 dataset).

Cartesian coordinates (Å):
C -5.87231 -3.48066 0.10293
C -5.05921 -2.19959 0.21614
O -3.78731 -2.46585 -0.35012
C -2.77749 -1.55808 -0.31640
C -1.55825 -2.04793 -0.77905
C -0.42455 -1.26372 -0.82973
C -0.48084 0.05235 -0.39918
C 0.76010 0.92233 -0.42552
N 1.78079 0.35828 0.47536
C 2.52751 -0.79227 0.19460
C 2.57158 -1.82234 1.12236
C 3.31860 -2.95845 0.86080
Cl 3.36102 -4.23371 2.02282
C 4.01627 -3.08517 -0.32548
C 3.98259 -2.05501 -1.25147
C 3.25884 -0.89671 -1.00539
O 3.20496 0.17351 -1.85220
C 3.93571 0.11937 -3.05479
C 1.81097 1.02212 1.65872
O 2.49096 0.75956 2.62254
C 0.85784 2.20825 1.51122
C 1.51143 3.55262 1.85758
C 1.34836 4.37285 0.57579
C 1.32588 3.30215 -0.50760
N 0.51470 2.24732 0.08846
C -1.68991 0.55856 0.05448
C -2.84181 -0.21501 0.10112
O -4.04857 0.28034 0.53369
C -4.10878 1.61002 0.98627
H -5.37732 -4.28482 0.64052
H -5.96601 -3.76957 -0.94031
H -6.86270 -3.32712 0.52168
H -5.55461 -1.38587 -0.32472
H -4.95313 -1.90822 1.26702
H -1.53251 -3.07588 -1.10365
H 0.49882 -1.68232 -1.19859
H 1.15252 0.96697 -1.44701
H 2.02792 -1.72181 2.04702
H 4.58896 -3.97557 -0.52876
H 4.54374 -2.16586 -2.16508
H 3.58519 -0.69075 -3.70175
H 5.00731 0.00265 -2.86785
H 3.75847 1.07455 -3.54711
H -0.03586 2.01271 2.11360
H 1.04088 4.02726 2.71582
H 2.56491 3.39537 2.09276
H 2.14978 5.09410 0.43180
H 0.39480 4.90119 0.58698
H 0.85968 3.63912 -1.43545
H 2.34779 2.95821 -0.72576
H -1.71692 1.59255 0.35215
H -3.85571 2.31982 0.19240
H -3.45163 1.77437 1.84616
H -5.14348 1.76376 1.29020

Calculated values
Multiplicity: 1
Structure (SMILES): CCOc1ccc([C@@H]2N(c3cc(Cl)ccc3OC)C(=O)[C@H]3CCCN32)cc1OC
DFT total energy (Eh): -1723.98336
Gap between HOMO and LUMO (eV): 8.559
ΔE to the lowest compared entry with this formula, charge and spin (kcal/mol): 0.0
E_LUMO (Eh): 0.023
Molar mass (g mol⁻¹): 416.9


3.
# C22H25F2NO3S

3 unconnected molecules or ions with the total composition C22H25F2NO3S in a non-equilibrium geometry (ωB97M-V/def2-TZVPD, the Open Molecules 2025 dataset).

Cartesian coordinates (Å):
C -0.27832 -0.90904 -0.20288
C -1.24569 -1.37210 -1.20621
O -0.71126 -1.92910 -2.41904
S -1.84468 -1.96478 -3.68223
O -3.01942 -1.03712 -3.38812
O -2.57334 -3.50642 -3.78355
C -1.54844 -4.55841 -3.72322
C -1.45236 -5.03051 -2.19403
C -0.79953 -6.48347 -1.96990
C -0.39569 -6.56642 -0.38992
N -1.49075 -6.14877 0.51976
C -1.79473 -4.83712 1.09482
C -3.05649 -4.75527 1.98556
C -3.49091 -6.27994 1.92204
C -2.51528 -7.08416 1.00436
H 0.09080 -1.62210 0.63207
H 0.16715 0.14534 -0.18197
H -2.34940 -1.29435 -0.93041
H -0.54438 -4.14886 -4.12361
H -1.87244 -5.43228 -4.40808
H -2.53470 -5.09307 -1.78935
H -0.89341 -4.29597 -1.51948
H -1.61370 -7.26502 -2.15145
H 0.11363 -6.71108 -2.61776
H -0.08934 -7.65917 -0.17366
H 0.54625 -5.92164 -0.20587
H -1.07095 -4.00077 0.81655
H -3.53257 -3.87511 2.52302
H -4.40220 -6.67853 2.47507
H -2.53521 -8.20495 0.74573
F -0.89264 1.24041 2.51080
C -0.55044 2.51498 2.26658
C 0.69585 2.97377 2.66476
C 1.05251 4.29393 2.40689
C 0.15460 5.14275 1.76344
C -1.09599 4.67244 1.37257
C -1.44910 3.34953 1.62025
H 1.37800 2.30087 3.17158
H 2.02836 4.66132 2.70732
H 0.43137 6.17157 1.56721
H -1.79562 5.33599 0.87510
H -2.41497 2.96398 1.31504
F 1.55172 6.66699 -0.22403
C 2.81961 7.03587 0.01601
C 3.07958 8.31354 0.48730
C 4.39364 8.69395 0.74102
C 5.43331 7.79584 0.51030
C 5.16061 6.51703 0.03220
C 3.84600 6.13231 -0.21125
H 2.25833 9.00130 0.65297
H 4.60771 9.68872 1.11725
H 6.45860 8.09496 0.70435
H 5.97182 5.82015 -0.15081
H 3.61447 5.13797 -0.57510

Calculated values
Multiplicity: 1
DFT total energy (Eh): -1731.33411
Gap between HOMO and LUMO (eV): 6.492
E_LUMO (Eh): -0.034
Molar mass (g mol⁻¹): 421.5


4.
# C22H25F4N6O2ReS

A molecular structure, C22H25F4N6O2ReS in a non-equilibrium geometry (ωB97M-V/def2-TZVPD, the Open Molecules 2025 dataset).

Cartesian coordinates (Å):
Re 0.79506 0.49586 -0.56174
C 1.32446 -2.72134 -3.30624
C 1.13656 -1.86044 -2.05944
N 1.00236 -0.41784 -2.28744
C -0.14034 -0.02254 -3.11094
C -1.48774 -0.48114 -2.56154
C 2.23606 0.22556 -2.77254
C 3.35576 0.15896 -1.72584
N 2.76186 0.49586 -0.43684
C 3.31946 -0.10804 0.61966
C 2.35316 -0.62084 1.45516
F 1.12726 -0.41784 0.97156
C 2.64576 -1.30284 2.62616
F 1.67166 -1.79794 3.40356
C 3.97286 -1.48124 2.99226
C 4.97106 -0.97024 2.16266
F 6.25466 -1.14414 2.51656
C 4.65486 -0.28814 0.98236
F 5.65376 0.19056 0.22296
H 1.41186 -3.77404 -3.01664
H 2.23536 -2.45504 -3.85014
H 0.47366 -2.64124 -3.98914
H 1.96426 -2.07214 -1.37474
H 0.25566 -2.22254 -1.51614
H -0.02834 -0.37254 -4.14414
H -0.18294 1.07326 -3.15794
H -1.60874 -1.56634 -2.62964
H -2.29924 -0.02554 -3.13894
H -1.61154 -0.17974 -1.51604
H 2.03506 1.28996 -2.95954
H 2.57626 -0.19404 -3.72634
H 4.14546 0.86696 -2.00734
H 3.81116 -0.83994 -1.76234
H 4.22886 -2.00924 3.90036
N -4.62364 -1.00034 4.97586
C -4.25224 -0.72394 3.64846
C -4.63874 0.47926 3.04356
C -4.20294 0.80516 1.75566
C -3.33704 -0.06044 1.09476
C -2.88674 -1.23084 1.70936
C -3.32414 -1.54314 2.99716
S -2.82664 0.26416 -0.61414
O -3.77024 1.28396 -1.07184
O -3.07614 -1.04964 -1.21974
N -1.28574 0.63796 -0.56174
C -0.75844 2.00766 -0.30214
N 0.65296 2.55516 -0.56174
C 0.87386 3.84096 -0.27924
C -0.09544 4.66286 0.23726
C -1.33144 4.09666 0.48356
N -1.67334 2.81166 0.25486
H -5.51894 -0.58764 5.21596
H -4.58854 -1.99304 5.18416
H -5.29664 1.16966 3.56136
H -4.52784 1.72096 1.27076
H -2.20414 -1.89034 1.18046
H -2.94724 -2.44204 3.47436
H 1.87246 4.20106 -0.49334
H 0.09556 5.70526 0.44416
H -2.13884 4.69756 0.89206
H 0.79506 -1.22884 -0.56174

Calculated values
⟨S²⟩: 0.76
Total charge: +1
Multiplicity: 2
DFT total energy (Eh): -2207.51585
Gap between HOMO and LUMO (alpha / beta) (eV): 6.110 / 5.995
E_LUMO (alpha / beta) (Eh): -0.157 / -0.161
Molar mass (g mol⁻¹): 699.7